# C22H58BrN5O5

5 unconnected molecules or ions with the total composition C22H58BrN5O5 (ωB97M-V/def2-TZVPD, the Open Molecules 2025 dataset).

Geometry as XYZ:
```
91
Properties=species:S:1:pos:R:3:forces:R:3:lowdin_charge:R:1
C 1.757 -5.780 -0.114 0.0 0.0 0.0 -0.108
O 2.250 -4.652 -0.793 0.1 -0.1 0.0 -0.208
C 2.506 -3.567 0.068 -0.2 0.1 -0.2 -0.220
C 3.128 -2.465 -0.766 0.0 0.0 0.1 -0.222
N 3.707 -1.466 0.110 -0.1 0.1 0.1 -0.059
C 3.942 -0.147 -0.416 0.1 0.1 -0.1 -0.299
C 4.855 0.014 -1.635 0.2 0.1 0.1 -0.722
C 6.079 -0.882 -1.633 0.1 0.1 -0.1 -0.147
Br 3.868 -0.203 -3.307 -0.1 0.0 -0.2 0.680
H 2.417 -6.073 0.707 0.1 0.0 0.1 0.086
H 0.762 -5.593 0.296 -0.1 0.0 0.0 0.089
H 1.713 -6.598 -0.827 -0.1 -0.1 -0.1 0.085
H 1.576 -3.217 0.526 0.0 0.0 0.2 0.111
H 3.193 -3.858 0.870 0.1 -0.1 0.1 0.126
H 3.845 -2.933 -1.448 0.0 0.1 -0.1 0.112
H 2.364 -1.982 -1.374 -0.1 0.0 -0.1 0.095
H 4.521 -1.811 0.595 0.0 -0.1 0.0 0.109
H 2.997 0.344 -0.644 -0.1 0.0 0.0 0.083
H 4.405 0.438 0.380 0.0 0.0 0.1 0.126
H 5.173 1.052 -1.671 -0.1 0.1 0.0 0.078
H 5.877 -1.846 -2.090 -0.1 -0.1 0.1 0.060
H 6.430 -1.029 -0.613 0.0 0.0 0.1 0.079
H 6.884 -0.417 -2.196 0.1 0.0 -0.1 0.076
C -1.285 -4.707 -3.367 0.0 0.0 0.0 -0.068
C -1.062 -5.220 -4.786 0.0 0.1 0.0 -0.434
C 0.374 -5.680 -5.068 0.0 -0.1 0.0 -0.214
O 1.311 -4.638 -5.229 0.0 0.1 0.0 -0.183
C 1.800 -4.084 -4.020 0.1 0.1 -0.1 -0.103
N -1.531 -4.212 -5.739 0.1 0.0 0.0 0.038
H -0.899 -3.695 -3.243 0.0 0.0 0.0 0.062
H -2.351 -4.676 -3.146 0.0 0.0 0.0 0.075
H -0.798 -5.348 -2.629 0.0 0.0 0.0 0.073
H -1.691 -6.107 -4.917 0.0 0.0 0.0 0.134
H 0.378 -6.224 -6.016 0.0 0.0 0.0 0.121
H 0.714 -6.374 -4.286 0.0 0.0 0.0 0.119
H 1.886 -4.839 -3.236 0.0 0.0 0.0 0.073
H 1.164 -3.271 -3.661 0.0 0.0 0.1 0.075
H 2.789 -3.674 -4.222 0.0 0.0 0.0 0.085
H -1.514 -4.595 -6.679 0.0 0.0 0.0 0.070
H -0.856 -3.453 -5.751 0.0 0.0 0.0 0.070
C -1.664 1.006 0.739 -0.2 -0.1 -0.1 -0.072
C -0.523 0.134 0.230 0.0 0.4 0.1 -0.411
C -0.778 -1.373 0.264 0.0 0.0 -0.1 -0.200
O -0.720 -1.961 1.547 0.0 0.0 0.1 -0.191
C -1.903 -1.858 2.314 0.0 0.0 0.0 -0.102
N 0.682 0.543 0.957 0.2 -0.2 0.0 0.069
H -1.692 1.017 1.830 0.0 0.0 0.0 0.070
H -1.511 2.035 0.415 0.0 0.0 0.0 0.067
H -2.643 0.686 0.381 0.0 0.0 0.0 0.077
H -0.366 0.386 -0.824 0.0 -0.1 0.0 0.139
H 0.013 -1.861 -0.314 0.0 0.0 0.0 0.105
H -1.736 -1.613 -0.219 0.0 0.0 0.0 0.124
H -2.793 -1.934 1.681 0.0 0.0 0.0 0.090
H -1.949 -0.922 2.877 0.0 0.0 0.0 0.077
H -1.904 -2.686 3.022 0.0 0.0 0.0 0.087
H 1.501 0.092 0.562 0.0 -0.1 0.0 0.036
H 0.625 0.166 1.900 -0.1 0.0 0.0 0.085
C -5.759 5.083 2.284 0.0 0.0 0.0 -0.070
C -4.444 4.843 1.549 0.0 0.0 0.2 -0.429
C -4.483 3.676 0.559 0.1 0.0 -0.1 -0.203
O -4.487 2.391 1.153 0.0 -0.1 0.1 -0.211
C -5.749 1.896 1.548 0.1 0.0 0.0 -0.103
N -3.356 4.720 2.521 -0.1 -0.1 -0.2 0.046
H -5.903 4.361 3.089 0.0 0.0 0.0 0.065
H -5.755 6.073 2.738 0.0 0.0 0.0 0.074
H -6.613 5.019 1.608 0.0 0.0 0.0 0.076
H -4.233 5.735 0.950 0.0 0.0 -0.1 0.137
H -3.565 3.716 -0.033 0.0 0.0 0.0 0.117
H -5.330 3.768 -0.135 0.0 0.0 0.1 0.120
H -6.535 2.212 0.854 0.0 0.0 0.0 0.090
H -6.019 2.213 2.559 0.0 0.0 0.0 0.076
H -5.689 0.808 1.537 0.0 0.0 0.0 0.085
H -2.459 4.718 2.039 0.0 0.2 -0.1 0.029
H -3.429 3.808 2.964 -0.1 0.0 0.0 0.068
C -0.257 4.345 3.678 0.0 -0.1 0.0 -0.057
C 0.245 3.909 2.304 0.0 0.0 0.2 -0.428
C 1.756 3.669 2.233 0.0 -0.1 -0.1 -0.211
O 2.546 4.844 2.209 0.0 0.1 0.0 -0.188
C 2.800 5.435 3.466 0.0 0.0 0.0 -0.112
N -0.226 4.864 1.296 0.0 -0.1 -0.1 0.048
H -0.047 5.398 3.869 0.0 0.0 0.0 0.072
H -1.338 4.221 3.741 0.1 0.1 0.1 0.046
H 0.201 3.754 4.473 0.0 0.0 0.0 0.081
H -0.217 2.947 2.068 0.1 0.0 0.0 0.097
H 1.968 3.152 1.296 0.0 0.0 0.0 0.109
H 2.084 3.010 3.050 -0.1 0.0 0.0 0.120
H 2.919 4.674 4.244 0.0 0.0 0.0 0.089
H 2.009 6.128 3.766 0.0 0.0 0.0 0.075
H 3.731 5.996 3.380 0.0 0.0 0.0 0.086
H -0.009 4.506 0.370 0.0 0.0 0.0 0.077
H 0.321 5.716 1.383 -0.1 0.0 0.0 0.076
```
Positions in Å, forces in eV/Å.

Values from the calculation:
SMILES: COCCNC[C@@H](C)Br.COC[C@@H](C)N.COC[C@@H](C)N.COC[C@@H](C)N.COC[C@@H](C)N
charge: 0



# C22H59ClF2NO8

9 unconnected molecules or ions with the total composition C22H59ClF2NO8 at a distorted geometry (ωB97M-V/def2-TZVPD, the Open Molecules 2025 dataset).

Geometry as XYZ:
```
93
Properties=species:S:1:pos:R:3:forces:R:3:lowdin_charge:R:1
C 2.458 -0.263 -1.460 -0.6 -0.5 -0.2 -0.086
C 0.921 -0.244 -1.093 0.7 0.0 1.2 -0.219
C 0.669 0.935 -0.080 0.2 -0.5 -0.4 -0.177
C 0.691 2.355 -0.740 -0.2 -0.2 0.8 -0.305
C 0.867 3.421 0.404 0.7 -0.4 0.0 -0.064
C -0.489 2.635 -1.745 0.9 1.8 1.5 -0.161
C -0.276 4.144 -2.251 1.0 -2.3 -1.5 -0.132
N -1.386 5.031 -1.696 1.2 0.3 -1.9 -0.363
Cl -2.265 5.580 -3.113 -0.7 0.2 0.3 0.840
C -2.134 4.249 -0.670 0.2 0.0 1.8 -0.217
C -3.585 4.716 -0.279 -0.2 -1.5 0.8 -0.321
C -3.786 4.471 1.271 0.2 -0.3 -0.7 -0.009
F -3.813 6.055 -0.540 0.3 -0.5 -0.3 -0.019
C -1.963 2.780 -1.204 -0.9 -0.5 -1.2 -0.186
C -2.637 1.617 -0.405 0.0 1.0 0.4 -0.085
C -2.810 0.291 -1.219 -1.0 -1.1 1.5 -0.318
C -2.405 -0.987 -0.380 -0.1 0.0 -1.0 -0.024
F -2.183 0.298 -2.469 0.1 0.3 0.5 -0.034
H 3.041 0.423 -0.796 -0.5 -0.4 -0.7 0.060
H 2.845 -1.285 -1.253 -0.1 0.7 -0.3 0.065
H 2.583 -0.021 -2.538 0.3 0.0 0.8 0.063
H 0.701 -1.186 -0.526 0.1 0.7 -0.5 0.107
H 0.239 -0.239 -1.971 0.5 0.2 0.5 0.089
H 1.523 0.911 0.645 -0.7 0.0 -0.5 0.116
H -0.242 0.711 0.519 0.5 0.6 -0.5 0.084
H 1.634 2.399 -1.351 -0.8 0.0 0.4 0.148
H 0.017 3.460 1.124 0.5 0.0 -0.6 0.079
H 1.751 3.089 1.006 -0.7 0.3 -0.4 0.092
H 1.155 4.438 0.027 -0.5 -0.7 0.4 0.076
H -0.353 1.914 -2.579 -0.6 0.7 0.5 0.144
H 0.736 4.580 -2.091 -0.9 -0.2 0.4 0.138
H -0.362 4.032 -3.350 -0.3 0.8 0.7 0.106
H -0.900 5.887 -1.407 -0.6 -0.2 0.6 0.156
H -1.562 4.495 0.264 0.0 -0.6 -0.9 0.146
H -4.298 4.043 -0.817 0.3 1.0 0.0 0.150
H -4.779 4.005 1.471 0.8 0.6 -0.1 0.097
H -3.669 5.443 1.795 -0.2 -0.6 -0.3 0.099
H -2.998 3.772 1.632 -0.6 0.4 -0.1 0.079
H -2.592 2.816 -2.140 0.5 0.0 0.5 0.153
H -3.672 1.968 -0.147 0.8 -0.3 -0.2 0.117
H -2.137 1.477 0.586 -0.3 -0.1 -0.9 0.112
H -3.902 0.159 -1.422 0.9 0.4 -0.2 0.143
H -3.310 -1.588 -0.125 0.7 0.7 0.1 0.070
H -1.803 -1.645 -1.055 -0.2 0.6 0.7 0.090
H -1.847 -0.733 0.545 -0.3 -0.3 -0.6 0.071
C 5.060 -2.063 1.341 -0.2 -0.3 0.1 -0.144
O 4.064 -2.730 0.562 -0.2 0.1 -0.1 -0.141
H 4.886 -0.992 1.287 0.0 -0.1 -0.1 0.049
H 4.994 -2.387 2.381 0.2 0.1 0.0 0.061
H 6.052 -2.287 0.943 0.1 0.1 0.1 0.086
H 4.238 -3.672 0.624 0.0 0.0 0.0 0.063
C 5.245 -5.166 3.866 0.3 0.1 0.2 -0.152
O 6.160 -4.079 3.777 -0.1 0.0 -0.1 -0.136
H 4.596 -5.145 2.992 0.1 0.1 0.0 0.071
H 5.789 -6.114 3.887 -0.2 -0.1 0.0 0.078
H 4.636 -5.070 4.768 -0.1 -0.1 -0.1 0.078
H 6.722 -4.115 4.555 0.1 0.1 0.0 0.076
C -4.875 -3.373 1.967 -0.1 0.3 0.1 -0.149
O -4.226 -2.118 2.140 0.3 -0.1 -0.4 -0.162
H -4.124 -4.120 1.714 0.0 0.1 0.0 0.079
H -5.377 -3.664 2.892 -0.1 -0.1 -0.1 0.073
H -5.606 -3.309 1.156 0.0 -0.2 0.0 0.078
H -4.908 -1.475 2.365 0.0 -0.1 0.3 0.051
C -6.442 -0.781 5.317 0.2 -0.1 0.0 -0.131
O -5.674 -1.338 4.256 -0.2 0.1 0.1 -0.150
H -7.315 -0.288 4.892 0.1 -0.1 0.0 0.080
H -6.770 -1.570 5.996 -0.1 0.1 0.1 0.082
H -5.846 -0.046 5.864 -0.1 0.0 0.1 0.078
H -4.907 -1.768 4.654 0.1 0.1 -0.1 0.065
C 1.231 -0.812 -5.513 -0.2 0.3 -0.2 -0.155
O 1.763 0.460 -5.137 0.0 0.1 0.3 -0.145
H 1.620 -1.567 -4.834 0.1 0.1 0.0 0.072
H 0.139 -0.793 -5.445 0.0 -0.2 0.0 0.076
H 1.536 -1.055 -6.531 -0.1 -0.2 0.1 0.068
H 1.409 1.109 -5.749 0.1 0.0 -0.1 0.065
C 2.207 -4.620 -7.017 0.3 0.1 -0.1 -0.146
O 2.629 -3.324 -6.601 -0.1 -0.1 0.0 -0.140
H 1.162 -4.749 -6.739 0.1 0.1 0.0 0.079
H 2.305 -4.716 -8.101 -0.1 -0.2 0.0 0.077
H 2.807 -5.387 -6.522 -0.1 -0.1 -0.1 0.077
H 3.551 -3.230 -6.855 0.0 0.1 0.0 0.079
C -1.536 -2.319 4.960 0.1 0.1 0.2 -0.147
O -2.559 -1.877 5.849 -0.2 0.0 -0.2 -0.129
H -2.007 -2.781 4.094 -0.1 0.1 0.1 0.070
H -0.933 -1.469 4.632 0.1 -0.1 -0.1 0.076
H -0.899 -3.054 5.459 0.1 0.0 -0.1 0.078
H -2.125 -1.474 6.605 -0.1 0.0 0.1 0.074
C 6.138 1.591 -0.183 0.2 0.0 0.2 -0.144
O 6.205 0.834 1.020 -0.1 0.2 -0.1 -0.137
H 5.281 1.249 -0.760 0.0 -0.1 0.1 0.062
H 6.014 2.653 0.049 0.0 0.0 -0.2 0.075
H 7.047 1.445 -0.770 -0.1 0.1 -0.1 0.081
H 6.966 1.149 1.514 0.0 -0.1 0.1 0.081
```
Positions in Å, forces in eV/Å.

Values from the calculation:
charge: +1



# C22H61B2N4O8P2

4 unconnected molecules or ions with the total composition C22H61B2N4O8P2 at a distorted geometry (ωB97M-V/def2-TZVPD, the Open Molecules 2025 dataset).

Geometry as XYZ:
```
99
Properties=species:S:1:pos:R:3:forces:R:3:lowdin_charge:R:1
C 3.404 -1.517 -1.136 -0.3 0.2 0.3 -0.051
C 2.527 -0.986 -2.274 0.2 -0.1 0.0 -0.251
O 1.364 -0.372 -1.770 -0.1 -0.1 0.0 -0.007
B 0.841 0.820 -2.268 -0.2 0.1 0.0 -0.695
O 1.705 1.656 -2.981 -0.2 0.2 0.0 0.091
B -0.762 1.323 -1.949 0.1 -0.3 0.1 -0.717
P -0.529 2.684 -0.571 0.0 0.6 -1.1 0.657
N -0.479 4.217 -1.045 -0.1 0.0 0.2 -0.384
P -1.887 -0.205 -1.408 0.5 -0.9 0.2 0.837
C -3.235 -0.405 -2.663 -0.2 0.5 0.0 -0.350
C -2.823 0.172 0.144 -0.4 0.2 -0.1 -0.375
H 4.430 -1.159 -1.210 0.1 -0.1 -0.1 0.039
H 3.396 -2.605 -1.079 0.1 0.0 0.0 0.065
H 2.999 -1.141 -0.194 0.0 0.0 0.0 0.083
H 3.105 -0.303 -2.899 0.0 0.1 -0.1 0.093
H 2.222 -1.816 -2.919 -0.1 0.0 0.0 0.118
H 2.566 1.709 -2.561 0.4 -0.1 -0.1 0.065
H -1.222 1.912 -2.905 -0.1 0.1 0.1 0.032
H 0.673 2.393 0.130 -0.2 -0.2 0.4 -0.023
H -1.494 2.565 0.437 0.2 -0.3 0.3 -0.054
H -0.597 4.238 -2.051 0.0 0.0 -0.1 -0.092
H -2.928 -1.159 -3.390 -0.1 0.0 0.0 0.012
H -4.154 -0.745 -2.177 0.1 -0.1 0.0 0.014
H -3.468 0.522 -3.195 0.0 0.0 0.0 0.018
H -2.153 -0.018 0.986 0.0 0.2 0.0 0.014
H -3.653 -0.537 0.232 0.1 0.0 0.0 0.012
H -3.240 1.180 0.231 0.1 0.0 0.0 0.014
C 5.232 3.515 -1.253 -0.1 0.0 0.0 -0.103
O 5.016 2.126 -1.394 0.0 -0.1 0.0 -0.196
C 5.882 1.458 -2.298 -0.1 -0.1 -0.1 -0.213
C 6.878 0.582 -1.571 0.1 0.0 0.1 -0.218
N 7.849 1.369 -0.827 -0.1 0.0 0.1 -0.050
C 8.673 0.613 0.108 0.1 0.1 -0.1 -0.205
C 7.994 -0.201 1.204 0.0 -0.1 0.1 -0.233
O 7.377 0.562 2.221 0.0 0.1 0.0 -0.181
C 6.088 1.060 1.910 0.0 0.0 0.1 -0.090
H 4.359 3.924 -0.747 0.0 0.0 0.0 0.097
H 6.122 3.741 -0.653 0.0 0.0 -0.1 0.075
H 5.331 4.001 -2.228 0.0 0.0 0.0 0.090
H 6.390 2.179 -2.947 0.1 0.0 0.0 0.124
H 5.261 0.817 -2.930 0.0 0.0 0.0 0.114
H 7.407 -0.031 -2.309 0.0 0.0 0.0 0.126
H 6.302 -0.099 -0.932 0.0 0.0 0.0 0.083
H 7.366 2.102 -0.325 0.0 0.0 0.0 0.069
H 9.344 1.324 0.597 0.0 0.0 0.0 0.118
H 9.304 -0.071 -0.471 0.0 0.0 0.0 0.115
H 8.779 -0.774 1.705 0.0 0.0 0.0 0.118
H 7.281 -0.930 0.796 0.0 0.1 0.0 0.112
H 5.515 0.350 1.308 0.0 0.0 0.0 0.086
H 6.129 2.018 1.384 0.0 0.0 -0.1 0.073
H 5.566 1.218 2.853 0.0 0.0 0.0 0.089
C -4.226 3.000 7.208 0.0 0.0 0.0 -0.121
O -5.180 3.042 6.172 0.0 0.0 0.0 -0.189
C -5.701 4.329 5.877 -0.1 0.1 0.0 -0.223
C -5.171 4.882 4.573 0.1 0.0 -0.1 -0.225
N -3.764 5.231 4.666 0.0 -0.1 0.0 -0.054
C -3.113 5.552 3.396 0.0 0.1 0.1 -0.197
C -3.105 4.515 2.283 0.0 0.0 -0.3 -0.226
O -2.279 3.397 2.524 0.1 0.0 0.3 -0.211
C -2.802 2.387 3.354 0.0 0.0 -0.1 -0.105
H -4.097 1.955 7.485 0.0 0.0 0.0 0.087
H -3.251 3.396 6.901 0.0 0.0 0.0 0.076
H -4.567 3.558 8.087 0.0 0.0 0.0 0.085
H -5.497 5.022 6.701 0.1 0.0 0.0 0.119
H -6.786 4.220 5.788 0.0 0.0 0.0 0.119
H -5.740 5.787 4.331 0.0 0.0 0.0 0.122
H -5.383 4.143 3.789 0.0 0.0 0.0 0.106
H -3.261 4.474 5.109 0.0 0.0 0.0 0.067
H -2.072 5.796 3.619 0.0 0.0 0.0 0.121
H -3.574 6.465 3.003 0.0 0.0 0.0 0.115
H -2.679 4.992 1.396 0.0 0.0 0.0 0.121
H -4.117 4.185 2.009 0.0 0.0 0.1 0.114
H -3.882 2.268 3.217 0.0 0.0 0.0 0.090
H -2.593 2.569 4.415 -0.1 0.0 0.0 0.071
H -2.313 1.454 3.071 0.0 0.0 0.0 0.080
C -0.601 -4.178 -1.380 0.0 0.1 0.1 -0.112
O -1.770 -4.766 -0.826 0.1 -0.1 -0.2 -0.198
C -2.978 -4.134 -1.232 -0.1 0.1 0.2 -0.217
C -3.784 -5.005 -2.170 0.1 -0.1 -0.1 -0.216
N -3.135 -5.146 -3.465 0.1 -0.2 0.1 -0.047
C -3.689 -6.169 -4.339 0.0 0.2 -0.1 -0.208
C -3.735 -7.615 -3.856 -0.1 -0.1 0.0 -0.235
O -2.477 -8.254 -3.759 0.1 0.0 0.0 -0.185
C -1.733 -7.955 -2.592 0.0 -0.1 0.0 -0.101
H 0.248 -4.567 -0.818 0.0 0.0 0.0 0.083
H -0.464 -4.444 -2.437 0.0 0.0 0.0 0.074
H -0.623 -3.087 -1.290 0.0 0.0 0.0 0.056
H -2.758 -3.158 -1.670 0.0 0.0 -0.1 0.087
H -3.573 -3.966 -0.330 0.0 0.0 0.0 0.122
H -4.767 -4.545 -2.316 0.0 0.0 0.0 0.122
H -3.943 -5.970 -1.665 0.0 0.0 0.0 0.100
H -2.149 -5.319 -3.327 0.0 0.0 0.0 0.070
H -3.111 -6.155 -5.266 0.0 0.0 0.0 0.118
H -4.712 -5.875 -4.600 0.0 0.0 0.0 0.115
H -4.293 -8.186 -4.603 0.0 0.0 0.0 0.117
H -4.280 -7.715 -2.908 0.1 0.1 0.0 0.109
H -2.382 -7.839 -1.720 0.0 0.0 0.0 0.087
H -1.130 -7.051 -2.702 0.0 0.0 0.0 0.073
H -1.057 -8.792 -2.418 0.0 0.0 0.0 0.085
```
Positions in Å, forces in eV/Å.

Values from the calculation:
charge: -1



Number 1: frontier orbital gap 9.46 eV. Number 2: frontier orbital gap 7.53 eV. Number 3: frontier orbital gap 6.07 eV.